--- w ---
# C4H10S2

One molecule with the formula C4H10S2 (ωB97M-V with the def2-TZVPD basis set, the OMol25 dataset).

Output
SMILES: CCSSCC
Highest occupied orbital energy: -8.211 eV
Spin multiplicity: 1
Frontier orbital gap: 9.042 eV
LUMO level: 0.831 eV

Each line ends with the natural charge from an NBO analysis.
Cartesian coordinates (Å):
C: 2.884 0.144 1.026  -0.62
C: 1.450 0.232 0.306  -0.49
S: 0.417 1.260 1.495  0.07
S: -1.222 1.414 0.302  0.06
C: -1.645 -0.295 -0.149  -0.52
C: -2.709 -0.433 -1.303  -0.62
H: 2.867 -0.340 1.936  0.21
H: 3.626 -0.462 0.377  0.21
H: 3.255 1.188 1.041  0.22
H: 1.512 0.793 -0.662  0.21
H: 1.047 -0.681 0.093  0.19
H: -1.912 -0.793 0.764  0.22
H: -0.672 -0.485 -0.511  0.21
H: -2.982 -1.520 -1.502  0.22
H: -3.630 0.021 -0.956  0.22
H: -2.286 -0.042 -2.256  0.22


--- x ---
# C4H10S2

One molecule with the formula C4H10S2 (ωB97M-V with the def2-TZVPD basis set, the OMol25 dataset).

Output
SMILES: CC[C@H](S)CS
Highest occupied orbital energy: -9.199 eV
Spin multiplicity: 1
Frontier orbital gap: 9.827 eV
LUMO level: 0.628 eV

Each line ends with the natural charge from an NBO analysis.
Cartesian coordinates (Å):
C: 1.493 0.230 2.036  -0.61
C: 0.215 -0.147 1.401  -0.48
C: 0.028 0.456 0.033  -0.34
S: -0.143 2.288 -0.194  -0.01
C: -0.796 -0.383 -1.194  -0.49
S: -0.408 -2.372 -0.988  -0.11
H: 2.001 -0.472 3.030  0.24
H: 1.036 1.265 2.565  0.23
H: 2.318 0.406 1.008  0.20
H: 0.137 -1.210 1.379  0.24
H: -0.638 0.241 2.205  0.19
H: 1.058 0.189 -0.443  0.21
H: -1.385 2.207 0.271  0.12
H: -0.292 0.130 -2.198  0.24
H: -2.073 -0.167 -1.288  0.24
H: 1.012 -2.196 -1.276  0.14


The energetic minimum among the shown structures is w; the next structure lies 365.0 kJ/mol above.